78
Properties=species:S:1:pos:R:3 method="wB97M-V/def2-TZVPD" de_lowest_kj_mol=183.71 homo_energy_ev=-13.76 e_tot_ev=-71631.427 spin_multiplicity=1 total_charge=+2
Ir -0.04838 0.87654 -0.33234
S -1.54396 2.47515 3.58957
P 1.96026 1.95236 0.22698
P -0.53704 -1.37413 -1.23080
O 1.81874 3.02782 1.35686
O 2.85609 0.85277 0.86857
O 2.81186 2.73418 -0.83508
N -0.42687 1.16017 1.72417
C -2.72721 3.87799 0.88435
C 0.03761 -3.69246 0.33490
C -2.42369 -3.15311 -2.31472
C -2.16372 -0.92393 -3.47534
C -1.46667 -2.05330 1.25473
C 1.14788 -0.51443 -3.20294
C -2.17643 -1.65321 -2.12868
C -1.38458 2.38429 -0.44065
C -2.67094 4.08622 -1.51053
C -1.27564 2.12596 1.93727
C -3.14559 4.51258 -0.27622
C 3.42507 2.11882 -1.99959
C 0.93831 -1.75520 -2.31949
C -0.95903 -4.04208 2.49980
C 1.10185 -0.34911 3.00197
C 0.03128 0.87832 5.31070
C 4.08258 1.19278 1.58826
C 0.98340 -0.11389 5.40935
C -1.63901 -2.83651 2.38496
C 0.13414 0.64688 2.89391
C 1.38787 4.39573 1.13494
C -3.29607 -1.05597 -1.26312
C 2.16556 -1.90970 -1.40577
C -0.38294 1.25733 4.03568
C 1.51927 -0.71726 4.26386
C -1.78766 3.01294 -1.59637
C -0.63101 -2.47340 0.21253
C -1.83419 2.81460 0.80132
C -0.12800 -4.46676 1.47363
C 0.80391 -2.99856 -3.20218
H 1.44561 4.89012 2.09738
H 1.19444 0.40302 -2.59891
H -1.74998 -3.60245 -3.04061
H 4.25168 2.76086 -2.28288
H 4.66410 0.27886 1.64048
H -1.42830 -1.32897 -4.16737
H -1.07733 -4.64874 3.38895
H 0.36076 4.41748 0.76656
H -2.97965 4.58891 -2.41813
H 1.76596 -3.17309 -3.69299
H 2.71168 2.06699 -2.81735
H -3.08297 4.20516 1.85503
H -4.21270 -1.03511 -1.85721
H -1.99012 0.14928 -3.34812
H 1.32138 -0.42828 6.38863
H 2.09632 -0.61088 -3.73914
H 0.05921 -2.87872 -3.98688
H 3.80335 1.12362 -1.76206
H -3.49598 -1.65657 -0.37797
H 4.64137 1.96043 1.05695
H -3.07489 -0.02703 -0.95923
H 2.26940 -1.49172 4.37273
H 2.16080 -2.84840 -0.85986
H 3.82798 1.54061 2.58528
H 2.04969 4.88955 0.42798
H -1.43635 2.68343 -2.56889
H -2.00350 -1.11650 1.16936
H 2.24752 -1.09689 -0.67406
H 0.38445 -5.41758 1.55066
H 3.06305 -1.89997 -2.02994
H 0.65470 -4.07039 -0.46737
H 0.36085 -0.38132 -3.94059
H 0.56963 -3.89373 -2.62581
H -2.29448 -2.49993 3.17943
H -3.83437 5.34632 -0.22040
H -3.44336 -3.28871 -2.68556
H 1.50679 -0.81378 2.11103
H -0.37714 1.35345 6.19391
H -3.14316 -1.04872 -3.94199
H -2.34346 -3.70103 -1.37551